Entry 1:
3 unconnected molecules or ions with the total composition C14H25F2N2 in a non-equilibrium geometry. Source: the Open Molecules 2025 dataset; level of theory: the ωB97M-V functional and the def2-TZVPD basis.

Calculated values
**DFT total energy**: -23333.3418 eV
**Charge**: -1
**Highest occupied orbital energy**: -1.0 eV
**Relative energy (zero: lowest compared OMol25 entry of this formula, charge and spin)**: 231.9 kJ/mol
**F_max**: 3.071 eV/A

Each line ends with the Mulliken charge.
Element x y z (Å)
C: -2.1798 1.8262 -1.0586  -0.85
C: -1.2814 3.0501 -0.3580  0.38
F: -1.1276 4.1554 -1.3313  -0.40
C: -2.0841 3.4505 1.0213  -0.54
C: -1.9459 5.0403 1.3956  -0.54
C: -0.4174 5.6306 1.3848  -0.50
C: 0.7381 4.5893 1.9017  -0.21
F: 1.5453 4.1860 0.6990  -0.36
H: -1.6848 1.4635 -2.0596  0.28
H: -3.2984 2.1694 -1.2475  0.31
H: -2.2636 0.8823 -0.3340  0.13
H: -0.2667 2.5393 -0.0457  0.00
H: -1.5423 2.8125 1.8725  -0.22
H: -2.5651 5.6886 0.6165  0.21
H: -2.4515 5.2529 2.4536  0.28
H: -0.4081 6.5431 2.1543  0.35
H: -0.1241 6.1251 0.3386  0.23
H: 0.3470 3.6807 2.5277  0.18
H: 1.4474 5.2067 2.6326  0.24
C: -0.9618 -3.1176 0.9739  -1.09
C: 0.0676 -2.0129 1.1742  -0.38
C: -0.3270 -1.0209 2.2682  -0.45
C: -1.5568 -0.2915 1.9375  0.29
N: -2.5375 0.2722 1.6738  -0.48
H: -1.9277 -2.7133 0.6564  0.30
H: -0.6234 -3.8141 0.2003  0.18
H: -1.1132 -3.6834 1.8992  0.39
H: 0.2215 -1.4865 0.2244  0.32
H: 1.0265 -2.4720 1.4438  0.30
H: 0.4886 -0.3020 2.4072  0.26
H: -0.4525 -1.5482 3.2207  0.34
C: 3.4508 -3.6691 -2.9435  -1.14
C: 2.7923 -4.7722 -2.1253  -0.37
C: 1.3632 -5.0763 -2.5746  -0.40
C: 0.4682 -3.9279 -2.3901  0.23
N: -0.2304 -3.0103 -2.2525  -0.42
H: 2.9138 -2.7209 -2.8446  0.35
H: 4.4775 -3.5058 -2.6011  0.32
H: 3.4840 -3.9364 -4.0050  0.31
H: 2.8034 -4.4908 -1.0653  0.26
H: 3.3932 -5.6849 -2.2196  0.30
H: 0.9811 -5.9242 -1.9947  0.27
H: 1.3616 -5.3834 -3.6266  0.32

Forces on the atoms, in the same order (eV/Å):
C 0.015 0.085 -0.125
C -1.770 -1.974 1.550
F 0.002 -1.792 1.419
C 1.555 1.204 -0.028
C -0.167 -0.585 -0.603
C 0.054 1.011 0.811
C 0.143 1.760 -0.005
F -1.259 0.314 2.577
H -0.870 0.652 1.598
H 2.414 -0.472 0.372
H 0.387 2.467 -1.663
H -1.311 1.415 -1.372
H -0.872 1.275 -1.494
H 1.280 -1.280 1.540
H 1.169 -0.546 -2.092
H 0.221 -1.686 -1.427
H -0.471 -1.524 2.222
H 0.614 1.446 -1.890
H -1.042 -1.379 -1.819
C -0.041 -0.151 -0.057
C 0.000 -0.249 -0.316
C 0.354 0.163 -0.074
C -1.220 0.633 -0.049
N 1.226 -1.226 0.694
H 0.126 -0.017 0.039
H -0.119 0.113 0.153
H -0.020 0.050 -0.024
H -0.042 -0.011 0.197
H -0.048 0.156 0.042
H -0.214 0.035 0.015
H -0.132 0.110 -0.095
C 0.088 0.123 0.004
C 0.397 0.147 0.056
C 0.070 -0.280 0.198
C -0.930 1.113 -0.031
N 1.045 -1.317 -0.217
H 0.027 -0.116 -0.034
H -0.131 -0.003 -0.088
H 0.000 0.055 0.098
H -0.104 -0.099 -0.145
H -0.203 0.044 0.051
H -0.119 0.174 -0.096
H -0.104 0.162 0.106

Entry 2:
3 unconnected molecules or ions with the total composition C14H25F5NO13P4 in a non-equilibrium geometry. Source: the Open Molecules 2025 dataset; level of theory: the ωB97M-V functional and the def2-TZVPD basis.

Calculated values
**DFT total energy**: -93746.6068 eV
**Charge**: +1
**Highest occupied orbital energy**: -10.9 eV
**F_max**: 10.367 eV/A

Each line ends with the Mulliken charge.
Element x y z (Å)
O: 1.1834 3.4321 0.3169  -0.24
N: 1.0995 2.6786 -0.6473  0.21
O: 0.1241 3.1189 -1.4968  -0.17
P: -1.3629 2.7410 -0.6591  0.23
C: -2.9474 3.1244 -1.7187  0.92
F: -3.0512 4.5996 -2.0276  -0.24
F: -2.9941 2.2941 -2.9449  -0.23
C: -4.2275 2.7297 -0.7174  -0.12
C: -4.3071 3.6493 0.6773  -0.23
C: -5.5101 3.3534 1.7514  -0.57
C: -6.5557 2.1289 1.4000  -0.39
C: -6.4788 1.1986 0.0334  0.10
C: -7.5249 -0.0597 -0.2884  0.72
F: -7.1784 -0.5678 -1.6466  -0.24
F: -8.9397 0.3585 -0.1404  -0.19
F: -7.1246 -1.1429 0.6859  -0.22
C: -5.2975 1.5104 -1.0641  -0.24
P: -1.2931 0.7012 0.1066  0.97
O: -0.5949 0.7728 1.5546  -0.53
O: -2.8398 -0.0804 0.2768  -0.46
O: -0.3646 -0.2859 -1.0300  -0.37
H: -1.4600 3.6517 0.4889  0.26
H: -3.5281 4.5032 0.9059  0.28
H: -5.5710 4.0105 2.7460  0.33
H: -7.4030 1.9041 2.2041  0.34
H: -5.1209 0.9384 -2.0744  0.35
H: -3.3670 0.2667 1.0550  0.36
H: 0.2845 -0.7926 -0.4452  0.33
C: 0.7259 -1.5073 3.4614  -0.71
O: 1.8810 -2.2731 3.7370  -0.36
P: 2.9738 -1.4749 4.8147  1.01
O: 3.8250 -1.0348 3.6180  -0.61
O: 3.5144 -2.9249 5.3764  -0.33
C: 3.7717 -3.9809 4.4714  -0.58
O: 4.0667 -0.6767 5.8924  -0.27
C: 3.8170 0.7064 6.0303  -0.69
H: 0.0832 -2.0699 2.7762  0.26
H: 0.1771 -1.3177 4.3870  0.35
H: 1.0052 -0.5601 2.9925  0.32
H: 4.0957 -3.6172 3.4945  0.32
H: 2.8646 -4.5861 4.3594  0.22
H: 4.5558 -4.6162 4.8870  0.25
H: 2.7794 0.8683 6.3419  0.30
H: 4.0073 1.2266 5.0882  0.30
H: 4.4816 1.1103 6.8006  0.25
C: 0.9103 -0.7167 -3.8654  -0.41
O: 2.2834 -0.6248 -3.5443  -0.23
P: 3.2912 -1.4869 -4.6551  0.98
O: 3.3693 -2.6575 -3.6683  -0.61
O: 4.5320 -0.4418 -4.3753  -0.34
C: 4.8193 -0.0247 -3.0547  -0.56
O: 4.2990 -2.3491 -5.7659  -0.26
C: 3.5951 -3.2718 -6.5704  -0.69
H: 0.3349 -0.1520 -3.1243  -0.23
H: 0.7312 -0.2886 -4.8545  0.38
H: 0.5886 -1.7613 -3.8470  0.36
H: 4.5717 -0.7904 -2.3172  0.32
H: 4.2593 0.8926 -2.8388  0.18
H: 5.8845 0.2014 -2.9817  0.26
H: 2.7842 -2.7608 -7.1007  0.30
H: 3.1873 -4.0809 -5.9594  0.31
H: 4.2843 -3.6952 -7.3080  0.25

Forces on the atoms, in the same order (eV/Å):
O -0.101 -3.043 -3.386
N 2.993 2.589 5.070
O -4.924 -0.585 -0.019
P 0.329 2.919 -2.138
C -3.223 0.401 -1.114
F 0.887 -4.651 0.713
F 0.507 2.754 3.641
C -1.448 -0.055 2.324
C -2.971 -3.043 -0.434
C 0.861 -2.379 -3.899
C 2.071 0.638 -1.591
C 2.725 2.924 -0.091
C 1.400 -0.088 0.348
F -1.847 1.558 4.550
F 5.074 -2.069 -0.669
F -2.050 3.345 -3.275
C 0.076 2.309 3.443
P 1.915 -6.388 5.717
O -2.686 0.726 -6.059
O 2.862 2.318 -0.687
O -2.217 2.355 3.302
H 0.134 -1.077 -0.996
H -1.837 -1.832 -0.660
H -0.028 -1.788 -2.505
H 1.994 0.464 -2.061
H -0.645 1.136 2.358
H 0.986 -0.214 -0.953
H -0.876 0.777 -0.718
C -0.394 0.074 -0.391
O -1.839 1.062 2.807
P 8.217 -3.966 -4.922
O -1.424 1.163 0.350
O -0.567 1.661 0.992
C -0.469 -0.725 -0.419
O -3.359 -0.682 1.393
C -0.087 0.772 0.160
H 0.131 0.039 0.132
H -0.304 0.058 -0.187
H -0.098 0.036 -0.007
H -0.061 0.133 0.075
H 0.219 0.063 -0.132
H -0.054 0.253 0.197
H 0.220 0.298 0.095
H -0.028 -0.033 0.000
H -0.098 -0.223 -0.126
C -0.569 0.153 0.120
O -0.904 1.082 -3.109
P 6.569 -2.940 7.409
O -1.518 0.042 -1.070
O -0.728 -0.591 -1.627
C -0.244 0.608 0.541
O -1.994 2.821 -1.428
C -0.376 -0.591 -0.556
H 0.223 -0.150 -0.285
H -0.321 0.014 0.050
H -0.132 -0.017 -0.006
H -0.064 -0.052 -0.131
H 0.095 -0.173 0.124
H -0.074 -0.109 -0.286
H 0.118 -0.328 -0.176
H -0.005 0.053 0.002
H -0.040 0.196 0.201